No. 1
{"formula": "C24H37O2SiSn", "method": "wB97M-V/def2-TZVPD", "elements": ["O", "C", "C", "H", "H", "C", "H", "H", "C", "H", "H", "H", "C", "H", "H", "H", "Sn", "C", "C", "C", "H", "C", "C", "H", "H", "H", "H", "C", "C", "C", "H", "C", "C", "H", "H", "H", "H", "O", "C", "C", "H", "H", "C", "H", "H", "C", "H", "H", "H", "H", "C", "Si", "C", "C", "C", "C", "H", "H", "H", "H", "H", "H", "H", "H", "H"], "coordinates": [[0.2155, 0.7523, -4.6042], [0.1607, 2.1123, -5.1059], [0.2236, 1.6293, -6.5510], [1.0223, 2.7197, -4.7796], [-0.7979, 2.5876, -4.8485], [0.3581, 0.2038, -5.9634], [1.0839, 1.9571, -7.1440], [-0.7353, 1.7514, -7.0604], [1.6832, -0.4935, -6.2351], [2.5378, 0.0923, -5.8851], [1.7875, -0.6796, -7.3170], [1.7111, -1.4667, -5.7325], [-0.7849, -0.7418, -6.2740], [-1.7407, -0.2277, -6.1536], [-0.7123, -1.6007, -5.6010], [-0.6833, -1.0828, -7.3086], [-0.3750, 1.3433, 0.7487], [-1.8081, 0.0423, 2.2812], [-2.3506, 1.2972, 2.6754], [-3.1196, 1.8088, 1.6072], [-2.2560, 1.7393, 3.6813], [-3.0578, 0.8939, 0.5257], [-2.2450, -0.2220, 0.9301], [-2.1429, -1.1831, 0.4195], [-1.3295, -0.6779, 2.9476], [-3.7280, 2.7144, 1.6467], [-3.6355, 0.9513, -0.3959], [1.4462, -1.5329, 2.5947], [0.4911, -2.5688, 1.9870], [0.5767, -2.5334, 0.6176], [-0.1206, -3.2336, 2.5935], [1.4284, -1.4201, 0.2294], [1.7912, -0.7133, 1.3560], [2.3618, 0.2143, 1.4412], [2.3645, -2.0504, 2.9587], [0.1098, -3.2255, -0.0868], [1.7062, -1.2270, -0.8092], [1.4045, -1.1262, -3.3484], [0.0648, -1.2726, -2.8586], [-0.4991, 0.0753, -2.3982], [0.0100, -2.0082, -2.0333], [-0.5548, -1.6286, -3.6948], [0.7048, 1.0038, -2.3385], [-1.0326, 0.0459, -1.4572], [-1.1910, 0.3914, -3.1652], [1.8530, 0.1642, -2.9030], [1.0156, 1.2135, -1.3138], [0.5280, 1.9592, -2.8127], [2.5552, -0.0335, -2.0801], [2.3853, 0.6616, -3.7136], [-1.4552, 1.1235, 6.5548], [0.1358, 0.1360, 6.5068], [1.5356, 1.1842, 7.1786], [-0.0737, -1.4748, 7.4534], [0.5212, -0.2921, 4.7714], [0.8943, -0.7794, 3.7112], [-1.9056, 1.0761, 7.5554], [-2.1806, 0.7267, 5.8333], [-1.2765, 2.1806, 6.3154], [1.6601, 1.0299, 8.2582], [2.4786, 0.9270, 6.6780], [1.3393, 2.2508, 7.0029], [-1.0917, -1.8671, 7.3311], [0.6181, -2.2276, 7.0532], [0.1202, -1.3694, 8.5279]], "max_force_ev_per_a": 2.3, "homo_energy_ha": -0.439, "total_charge": 1, "e_above_lowest_kcal_mol": 0.00, "orbital_gap_ev": 8.1}

---

No. 2
{"formula": "C13H4F15N2O9S2Zn", "method": "wB97M-V/def2-TZVPD", "elements": ["Zn", "O", "C", "O", "C", "C", "C", "C", "C", "N", "C", "O", "O", "H", "H", "H", "H", "F", "C", "F", "F", "S", "O", "O", "N", "S", "O", "O", "C", "F", "F", "F", "F", "C", "F", "F", "C", "O", "C", "F", "F", "F", "C", "F", "F", "F"], "coordinates": [[-0.9440, -0.0297, -0.5278], [2.7167, -0.3763, 2.0189], [1.5654, -0.3067, 1.3389], [1.4902, -0.3580, 0.1408], [0.3628, -0.1663, 2.2170], [0.3775, -0.1543, 3.5933], [-0.8325, 0.0596, 4.2518], [-1.9851, 0.2735, 3.5204], [-1.9105, 0.2333, 2.1326], [-0.7588, -0.0029, 1.5247], [-3.1220, 0.4800, 1.2139], [-4.1652, 0.7894, 1.7706], [-2.8741, 0.3411, -0.0258], [3.4254, -0.4026, 1.3570], [1.3040, -0.2962, 4.1302], [-0.8604, 0.0692, 5.3341], [-2.9436, 0.4823, 3.9737], [-1.2118, 4.5569, -1.6438], [-0.7600, 4.2802, -0.4278], [-0.1558, 5.3559, 0.0699], [-1.7890, 3.9586, 0.3547], [0.3944, 2.8607, -0.4543], [-0.4114, 1.8215, -1.1036], [0.7334, 2.6363, 0.9227], [1.5394, 3.4477, -1.3256], [2.4757, 2.6338, -2.3211], [2.9204, 3.5115, -3.3569], [2.0225, 1.3124, -2.6291], [3.9610, 2.3901, -1.2613], [4.5868, 3.5455, -1.0457], [3.6240, 1.8661, -0.0786], [4.8061, 1.5544, -1.8661], [0.4629, -4.8001, -1.9794], [0.2929, -3.5010, -2.2838], [1.4067, -2.8620, -1.9331], [0.1805, -3.4160, -3.6126], [-0.9449, -2.8464, -1.5792], [-0.8520, -1.5253, -1.6878], [-2.2533, -3.3385, -2.2876], [-3.3298, -3.0438, -1.5528], [-2.2630, -4.6667, -2.5044], [-2.4007, -2.7399, -3.4664], [-0.9723, -3.3173, -0.0876], [0.2315, -3.1186, 0.4804], [-1.8469, -2.5872, 0.6157], [-1.2934, -4.6039, 0.0807]], "max_force_ev_per_a": 0.4, "homo_energy_ha": -0.264, "total_charge": -1, "orbital_gap_ev": 8.9}

---

No. 3
{"formula": "C24H30Cl4CuN3O2SSb", "method": "wB97M-V/def2-TZVPD", "elements": ["Cu", "Cl", "C", "C", "Cl", "C", "Cl", "C", "O", "C", "O", "C", "Cl", "C", "N", "C", "C", "N", "C", "S", "C", "C", "C", "C", "C", "N", "H", "H", "H", "H", "H", "H", "H", "H", "H", "C", "C", "C", "Sb", "C", "C", "C", "C", "C", "C", "H", "H", "H", "H", "H", "H", "H", "H", "H", "H", "H", "H", "H", "H", "H", "H", "H", "H", "H", "H", "H"], "coordinates": [[-0.7080, 0.5071, 0.9340], [-3.8026, -5.6141, 1.6735], [-3.2216, -4.1161, 1.0620], [-3.5892, -3.7118, -0.2568], [-4.5820, -4.7434, -1.2074], [-3.1518, -2.5164, -0.7613], [-3.5487, -1.9941, -2.3502], [-2.3364, -1.6366, 0.0123], [-1.9458, -0.5176, -0.4149], [-1.9146, -2.0728, 1.3467], [-1.1314, -1.3399, 1.9952], [-2.4096, -3.3236, 1.8291], [-1.9035, -3.8041, 3.4038], [2.9778, 3.2784, 3.0918], [1.8619, 2.6265, 3.7477], [1.7956, 2.3406, 5.0982], [0.6454, 1.6790, 5.3067], [0.0039, 1.5584, 4.0815], [0.7704, 2.1364, 3.1101], [0.5653, 2.2808, 1.4329], [-1.2732, 0.9453, 3.9393], [-1.6199, -0.1072, 4.7751], [-2.8866, -0.6383, 4.6350], [-3.7336, -0.1255, 3.6668], [-3.2709, 0.9081, 2.8722], [-2.0595, 1.4531, 3.0085], [3.4560, 3.9452, 3.8053], [2.6094, 3.8474, 2.2432], [3.6933, 2.5381, 2.7338], [2.5627, 2.6572, 5.7804], [0.2012, 1.3284, 6.2186], [-0.9165, -0.5317, 5.4764], [-3.1939, -1.4678, 5.2566], [-4.7269, -0.5248, 3.5175], [-3.8879, 1.3290, 2.0872], [3.0950, 1.1523, -3.8375], [2.9676, 0.5190, -2.4586], [3.5338, 1.4535, -1.3878], [0.9957, -0.1549, -1.7953], [0.6596, -1.9310, -3.0145], [0.7398, -3.1831, -2.1450], [1.5462, -2.0678, -4.2436], [-0.3781, 1.1478, -2.8546], [-0.2293, 2.5864, -2.3650], [-0.3918, 1.0701, -4.3738], [4.1447, 1.3808, -4.0487], [2.5417, 2.0915, -3.8922], [2.7292, 0.5067, -4.6339], [3.5658, -0.3999, -2.4425], [2.9494, 2.3759, -1.3223], [4.5648, 1.7319, -1.6257], [3.5198, 0.9954, -0.3972], [-0.3805, -1.8116, -3.3344], [1.7500, -3.3307, -1.7525], [0.4802, -4.0757, -2.7215], [0.0640, -3.1250, -1.2888], [2.6035, -2.1194, -3.9706], [1.4266, -1.2361, -4.9369], [1.3079, -2.9891, -4.7848], [-1.3352, 0.7673, -2.4841], [0.7315, 3.0141, -2.6624], [-0.2980, 2.6549, -1.2767], [-1.0107, 3.2253, -2.7866], [0.5363, 1.4387, -4.8124], [-1.2063, 1.6863, -4.7677], [-0.5521, 0.0535, -4.7329]], "max_force_ev_per_a": 0.3, "homo_energy_ha": [-0.263, -0.267], "e_above_lowest_kcal_mol": 10.94, "orbital_gap_ev": [7.5, 5.9], "spin_multiplicity": 2}

---

Number 1: DFT total energy -43281.527 eV. Number 2: DFT total energy -145811.060 eV. Number 3: DFT total energy -146042.593 eV.